# 1
Here is a cluster of 2 separate species, C5H12O2 in total from OMol25. Energies are from the ωB97M-V functional and the def2-TZVPD basis.

Summary:
F_max	3.60	eV Å⁻¹
lowest unoccupied orbital energy	0.80	eV
E_tot	-348.01603	hartree
HOMO-LUMO gap	8.5	eV
ΔE to the lowest compared entry with this formula, charge and spin	118.5	kcal/mol

Positions of all 19 atoms, in Å:
C 0.80077 1.33586 -0.44819
C 1.88785 -1.84656 -0.51284
O 0.99595 -0.78881 -0.16146
H 2.21866 -2.36808 0.39302
H 0.14722 2.04091 -0.95034
H 1.07767 1.62077 0.55937
H 1.63584 1.16496 -1.11959
H 1.44981 -2.56784 -1.20999
H 2.75539 -1.37634 -0.98324
C -1.47511 1.19441 1.30798
C -1.09919 0.38852 0.10640
C -0.60244 -0.95018 0.20862
O -1.95565 0.67601 -0.96683
H -1.60128 0.25586 -1.76063
H -2.54356 1.10765 1.53541
H -1.27494 2.26109 1.13438
H -0.90133 0.89199 2.18547
H -0.93674 -1.67593 -0.53147
H -0.57892 -1.36430 1.21395

Mulliken charges, unit e, in atom order:
1 C -0.902
2 C -0.752
3 O -0.221
4 H 0.249
5 H 0.383
6 H 0.242
7 H 0.316
8 H 0.287
9 H 0.242
10 C -1.526
11 C 0.865
12 C -0.694
13 O -0.561
14 H 0.341
15 H 0.428
16 H 0.319
17 H 0.364
18 H 0.344
19 H 0.276


# 2
Here is a cluster of 2 separate species, CH6NS in total from OMol25. Energies are from the ωB97M-V functional and the def2-TZVPD basis.

Summary:
F_max	4.55	eV Å⁻¹
lowest unoccupied orbital energy	-4.75	eV
E_tot	-494.24859	hartree
HOMO-LUMO gap	9.8	eV
charge	+1
ΔE to the lowest compared entry with this formula, charge and spin	67.4	kcal/mol

Positions of all 9 atoms, in Å:
C 0.32057 -0.04849 0.48864
N -0.68132 0.57805 -0.46490
S 1.60400 -0.99974 -0.45021
H 0.89451 1.19742 1.61976
H -0.14699 -0.71944 1.20004
H -1.58885 0.70618 -0.06164
H -1.04307 -0.06808 -1.20391
H -0.26238 1.36536 -1.01095
H 0.90353 -2.01126 -0.11683

Mulliken charges, unit e, in atom order:
1 C -0.677
2 N -0.282
3 S -0.056
4 H 0.353
5 H 0.370
6 H 0.354
7 H 0.375
8 H 0.385
9 H 0.178


# 3
Here is a structure of composition C43H39N5O3TaTe from OMol25. Energies are from the ωB97M-V functional and the def2-TZVPD basis.

Summary:
F_max	0.57	eV Å⁻¹
lowest unoccupied orbital energy (alpha / beta)	-6.62 / -8.50	eV
E_tot	-2486.10284	hartree
expectation value of S²	0.764
HOMO-LUMO gap (alpha / beta)	6.4 / 4.6	eV
charge	+2
multiplicity	2

Positions of all 92 atoms, in Å:
Ta 0.13953 2.09082 0.75515
O 3.35587 4.63501 0.52394
C 2.27836 4.12628 0.61621
N 2.03362 2.73706 0.85815
C 3.00797 1.96134 1.57026
C 4.37927 2.14731 1.52286
C 5.18986 1.31807 2.29061
C 4.63750 0.33216 3.09074
C 3.26097 0.14264 3.14437
C 2.44485 0.96751 2.38308
N 1.02436 0.92187 2.29441
C 0.25678 0.22241 3.18677
O 0.60407 -0.56384 4.03679
C -1.21338 0.50533 2.99400
C -2.15843 0.03040 3.87646
C -3.49513 0.29499 3.61988
C -3.84464 0.98241 2.46412
C -2.84638 1.42671 1.62497
N -1.54451 1.22581 1.90486
C 0.99109 4.87158 0.52737
C 0.87666 6.18291 0.31288
C -0.45562 6.74893 0.19442
C -1.51373 5.95356 0.02087
C -1.32553 4.47468 -0.06907
N -0.14246 4.03399 0.62640
H 4.80805 2.91495 0.90018
H 6.26188 1.45798 2.26487
H 5.27929 -0.29907 3.69057
H 2.83331 -0.61597 3.77896
H -1.82397 -0.52826 4.73966
H -4.26099 -0.04480 4.30491
H -4.87792 1.17685 2.21474
H -3.07199 1.94957 0.70528
H 1.76696 6.78926 0.22622
H -0.57820 7.82275 0.23101
H -2.51715 6.34103 -0.08454
H -2.19678 3.94077 0.31013
C 3.86837 -6.56114 -0.20416
C 3.04713 -5.33447 -0.43814
C 1.70576 -5.42801 -0.81695
C 0.91936 -4.31172 -1.02581
C -0.49638 -4.49726 -1.49746
C 1.51978 -3.04659 -0.82457
Te 0.50058 -1.27777 -1.00757
N -0.62881 1.98424 -1.00370
C -0.87265 2.92401 -1.87866
O -1.25749 4.13499 -1.51287
C -0.74564 2.76118 -3.32986
C -0.05567 1.65813 -3.83386
C 0.09373 1.49956 -5.19798
C -0.45842 2.43593 -6.06534
C -1.14520 3.53625 -5.56968
C -1.28193 3.70927 -4.20350
C -1.42019 -1.70587 -0.29767
C -1.56100 -2.25672 0.98651
C -0.40407 -2.70845 1.83815
C -2.85010 -2.42390 1.47342
C -3.97496 -2.07089 0.73258
C -5.35571 -2.29768 1.27465
C -3.79021 -1.52953 -0.53416
C -2.52501 -1.33927 -1.07714
C -2.42477 -0.76667 -2.46482
C 2.89862 -2.91392 -0.50795
C 3.57945 -1.57810 -0.37104
C 3.62484 -4.06761 -0.30665
H 3.32181 -7.46812 -0.45090
H 4.16938 -6.61450 0.84440
H 4.78329 -6.52969 -0.79743
H 1.27395 -6.40865 -0.97716
H -0.60007 -5.47134 -1.97134
H -0.79060 -3.74157 -2.22689
H -1.20886 -4.45652 -0.67178
H 0.38101 0.94785 -3.14492
H 0.64333 0.65524 -5.59183
H -0.34488 2.31019 -7.13393
H -1.56711 4.26283 -6.25012
H -1.80471 4.57068 -3.81302
H 0.47006 -2.05841 1.76366
H -0.07964 -3.71202 1.55318
H -0.69081 -2.74149 2.88793
H -2.97909 -2.85408 2.46076
H -5.34673 -2.41358 2.35767
H -5.78286 -3.20886 0.85145
H -6.02557 -1.47869 1.01218
H -4.65661 -1.26485 -1.13077
H -3.21793 -1.16867 -3.09453
H -1.47977 -0.99493 -2.95967
H -2.53166 0.31920 -2.44990
H 3.38661 -0.92453 -1.22678
H 4.65750 -1.71274 -0.31502
H 3.27211 -1.05464 0.53738
H 4.67498 -3.99111 -0.05088

Mulliken charges, unit e, in atom order:
1 Ta 0.351
2 O -0.600
3 C 0.467
4 N 0.198
5 C -0.080
6 C -0.734
7 C -0.712
8 C -0.799
9 C -0.582
10 C 0.580
11 N 0.605
12 C 0.085
13 O -0.653
14 C 0.667
15 C -0.609
16 C -0.496
17 C -1.046
18 C -0.025
19 N -0.170
20 C 0.018
21 C -0.196
22 C -0.502
23 C -1.209
24 C 0.710
25 N -0.092
26 H 0.580
27 H 0.457
28 H 0.446
29 H 0.547
30 H 0.600
31 H 0.510
32 H 0.493
33 H 0.582
34 H 0.554
35 H 0.463
36 H 0.517
37 H -0.122
38 C -1.585
39 C 0.496
40 C -0.842
41 C 0.582
42 C -1.577
43 C 0.641
44 Te 1.051
45 N -0.737
46 C 0.920
47 O -0.175
48 C 0.253
49 C -0.191
50 C -0.899
51 C -0.407
52 C -0.745
53 C -0.319
54 C 1.232
55 C 0.824
56 C -2.243
57 C -0.546
58 C 0.387
59 C -1.866
60 C -0.865
61 C 0.519
62 C -1.948
63 C 0.788
64 C -2.017
65 C -0.879
66 H 0.370
67 H 0.355
68 H 0.398
69 H 0.427
70 H 0.545
71 H 0.250
72 H 0.287
73 H 0.592
74 H 0.447
75 H 0.419
76 H 0.452
77 H 0.502
78 H 0.209
79 H 0.397
80 H 0.538
81 H 0.501
82 H 0.389
83 H 0.410
84 H 0.424
85 H 0.504
86 H 0.557
87 H 0.433
88 H 0.180
89 H 0.284
90 H 0.544
91 H 0.464
92 H 0.470


# 4
Here is a structure of composition C27H31IN4O4PbS from OMol25. Energies are from the ωB97M-V functional and the def2-TZVPD basis.

Summary:
F_max	1.45	eV Å⁻¹
lowest unoccupied orbital energy	-0.30	eV
E_tot	-2456.20593	hartree
HOMO-LUMO gap	7.0	eV
ΔE to the lowest compared entry with this formula, charge and spin	22.9	kcal/mol

Positions of all 69 atoms, in Å:
Pb 0.25110 -0.18200 -0.03140
C -2.19270 1.43540 -3.79850
C -2.55410 2.14660 -2.53690
N -3.69380 2.77400 -2.49920
C -4.07540 3.37290 -1.36410
C -3.35330 3.33770 -0.20040
C -3.93950 3.97020 1.03870
O -3.13230 4.98320 1.61030
C -2.11300 2.63540 -0.18190
C -1.42030 2.53740 1.04970
N -0.54360 1.64110 1.40890
C -0.14120 1.61010 2.73990
C -1.04110 1.90730 3.77270
C -0.66690 1.86300 5.09960
C 0.62100 1.49510 5.44860
C 1.52810 1.17280 4.45310
C 1.14450 1.23310 3.12760
I 2.62530 0.77480 1.65340
C -1.65690 2.04780 -1.40760
O -0.51640 1.50530 -1.55440
H -2.89510 1.69090 -4.58580
H -2.23710 0.36230 -3.62050
H -1.17760 1.69230 -4.09290
H -5.04000 3.86250 -1.40320
H -4.07570 3.21950 1.82300
H -4.92900 4.37680 0.78720
H -2.97560 5.65420 0.93700
H -1.68200 3.30090 1.78420
H -2.05590 2.16420 3.50830
H -1.38410 2.11930 5.86410
H 0.92300 1.45830 6.48360
H 2.53710 0.88620 4.70630
C -1.83410 -6.26310 0.77630
C -2.84190 -5.23300 1.28230
N -2.20050 -4.06780 1.86290
C -2.12660 -3.97370 3.30390
C -0.83950 -4.55170 3.88560
C -1.64450 -3.15400 1.04610
S -0.69970 -1.92050 1.81610
N -1.82350 -3.36860 -0.24220
C -1.72980 -2.52810 -1.26070
O -1.53480 -1.29260 -1.22010
C -1.94640 -3.15060 -2.59570
C -2.59710 -4.36960 -2.75390
C -2.80050 -4.88190 -4.02220
C -2.35900 -4.18490 -5.13570
C -1.70440 -2.97400 -4.98410
C -1.49830 -2.46110 -3.71960
H -2.36290 -7.11860 0.36480
H -1.19180 -6.60960 1.58130
H -1.21830 -5.81960 -0.00080
H -3.48180 -5.67730 2.04690
H -3.46800 -4.90210 0.45050
H -2.99320 -4.49600 3.71740
H -2.19450 -2.91900 3.58020
H -0.75420 -5.61420 3.67670
H -0.82990 -4.40550 4.96200
H 0.01620 -4.03820 3.45780
H -2.94730 -4.89650 -1.88050
H -3.30970 -5.82700 -4.14530
H -2.53020 -4.58420 -6.12370
H -1.35770 -2.42900 -5.85000
H -0.99150 -1.51730 -3.58070
C 2.43740 -1.56830 -2.78650
O 2.24200 -0.41500 -1.99170
H 3.01880 -1.32810 -3.68000
H 1.49060 -2.02470 -3.08720
H 2.99460 -2.28020 -2.17950
H 1.81600 0.27260 -2.51890

Mulliken charges, unit e, in atom order:
1 Pb 1.350
2 C -0.730
3 C 0.644
4 N -0.644
5 C -1.043
6 C 0.718
7 C -0.866
8 O -0.532
9 C -0.439
10 C -0.455
11 N -0.170
12 C 0.296
13 C -0.008
14 C -0.897
15 C -0.539
16 C -0.571
17 C -0.020
18 I -0.033
19 C 0.565
20 O -1.049
21 H 0.399
22 H -0.125
23 H 0.292
24 H 0.347
25 H 0.320
26 H 0.368
27 H 0.355
28 H 1.384
29 H 0.523
30 H 0.403
31 H 0.400
32 H 0.399
33 C -1.048
34 C -0.662
35 N 0.086
36 C -0.972
37 C -0.960
38 C 0.446
39 S -0.490
40 N -0.067
41 C -0.538
42 O -0.615
43 C 0.677
44 C -0.025
45 C -0.746
46 C -0.400
47 C -1.137
48 C -0.035
49 H 0.341
50 H 0.356
51 H 0.233
52 H 0.409
53 H 0.414
54 H 0.410
55 H 0.502
56 H 0.305
57 H 0.383
58 H 0.264
59 H 0.284
60 H 0.428
61 H 0.385
62 H 0.416
63 H 0.684
64 C -0.569
65 O -0.406
66 H 0.317
67 H 0.188
68 H 0.243
69 H 0.257